Entry 1:
C36H74FeN4O4 | ωB97M-V/def2-TZVPD

Results
⟨S²⟩ = 6.010
LUMO level (spin up / spin down) = 0.37 / 0.36 eV
maximum force = 5.28 eV Å⁻¹
E_HOMO (spin up / spin down) = -0.233 / -0.230 Ha
frontier orbital gap (spin up / spin down) = 0.2470 / 0.2434 hartree

Geometry as ORCA input:
```
! RIJCOSX wB97M-V def2-TZVPD def2/J DEFGRID3
* xyz 0 5
Fe 0.402 0.254 0.263
O 1.845 -0.261 -1.251
O -0.486 -1.940 -0.521
O 1.997 -0.066 1.812
O -1.611 1.071 0.539
N 2.819 0.387 -2.200
N -0.787 -2.998 0.260
N -2.904 1.439 -0.053
N 1.147 0.911 2.334
C 4.753 -0.504 -0.855
C -5.236 2.735 -1.314
C -5.198 2.294 0.155
C -3.764 2.254 0.796
C 1.701 -3.258 0.643
C 1.597 2.747 0.597
C 3.433 1.923 -4.034
C 3.978 -1.810 -2.813
C 4.645 1.065 -4.349
C 0.130 -5.022 1.435
C -3.980 1.698 2.220
C -4.413 1.687 -2.060
C 1.312 2.301 -2.791
C -3.334 3.787 0.925
C -0.101 1.613 4.318
C 4.091 -0.369 -2.253
C 0.355 -4.013 0.287
C 2.243 1.181 -3.317
C 1.692 0.046 4.779
C -2.924 1.486 -1.501
C 1.761 2.292 2.162
C 0.525 -4.779 -1.060
C 0.672 0.469 3.661
C -2.220 0.252 -2.177
C -1.293 -5.652 1.395
C -2.789 -3.989 -1.069
C -2.173 2.701 -2.124
C -2.362 -4.576 1.356
C -2.195 -3.483 0.238
C 0.748 3.311 2.801
C 3.142 2.550 2.654
C -3.172 -2.456 0.781
C 5.112 0.475 -3.005
C 0.399 3.042 4.290
C 1.401 0.324 -4.368
C -0.372 -0.608 3.291
H -1.603 2.472 -3.025
H 3.846 2.613 -3.298
H -0.490 -2.480 -1.315
H 4.988 -2.218 -2.859
H 1.762 2.930 -2.023
H -0.176 3.300 2.223
H 3.210 2.382 -4.997
H -2.603 -1.952 1.562
H 3.734 1.859 2.055
H -2.570 -4.240 2.372
H -3.728 -3.576 -1.437
H -2.790 3.523 -2.489
H -0.653 -1.063 4.240
H 5.377 1.690 -4.861
H -1.135 0.158 -2.148
H 5.833 -0.632 -0.933
H 1.287 3.113 4.917
H 3.318 2.199 3.670
H 2.183 -0.888 4.505
H -5.838 2.905 0.791
H -0.310 3.799 4.627
H 1.919 -0.507 -4.848
H 2.004 -2.856 -0.324
H 1.231 4.283 2.894
H 0.626 -4.028 -1.843
H -6.289 2.646 -1.581
H -4.914 2.041 2.666
H 1.481 -2.572 1.461
H -4.099 0.616 2.171
H -3.344 4.356 -0.005
H 4.307 0.222 -4.952
H 0.960 2.813 -3.687
H -0.431 1.368 5.328
H -2.064 -3.716 -1.836
H 5.911 -0.239 -3.204
H 3.386 -2.525 -2.241
H -4.482 1.994 -3.104
H -2.911 -5.071 -1.128
H -4.895 0.709 -2.055
H -4.064 -2.799 1.305
H -1.077 1.715 3.844
H 2.649 -0.194 2.505
H 0.429 0.094 -3.931
H 5.543 1.308 -2.451
H 4.680 0.424 -0.288
H 2.059 3.734 0.570
H 0.358 -4.536 2.384
H -1.277 3.002 -1.581
H -5.678 1.321 0.267
H -3.086 1.831 2.829
H -4.932 3.771 -1.462
H -2.422 -0.719 -1.725
H 1.253 -0.071 5.769
H -2.286 3.641 1.183
H 3.579 3.547 2.589
H 2.457 -3.953 1.008
H 4.223 -1.273 -0.294
H -1.336 -0.233 2.947
H -3.244 -5.167 1.106
H 1.141 0.964 -5.211
H -3.581 -1.803 0.010
H 2.343 2.135 0.090
H 2.535 0.702 4.996
H 3.517 -1.917 -3.795
H -1.443 -6.292 0.526
H -1.541 -6.248 2.273
H 1.004 -5.650 1.606
H -0.049 -1.299 2.513
H 1.329 -5.508 -0.964
H -0.401 -5.325 -1.243
H -3.866 4.321 1.713
H 0.593 2.589 0.203
H 0.442 1.937 -2.245
H -2.475 0.014 -3.210
*
```

Entry 2:
C27H43CeCl4F4N3O3SbSi3 | ωB97M-V/def2-TZVPD

Results
⟨S²⟩ = 0.751
LUMO level (spin up / spin down) = 0.23 / 0.22 eV
maximum force = 3.67 eV Å⁻¹
E_HOMO (spin up / spin down) = -0.270 / -0.270 Ha
frontier orbital gap (spin up / spin down) = 0.2784 / 0.2785 hartree

Geometry as ORCA input:
```
! RIJCOSX wB97M-V def2-TZVPD def2/J DEFGRID3
* xyz 0 2
Ce -7.560 -4.860 16.713
Sb -6.018 -2.141 14.839
Cl -11.525 -9.261 12.617
Cl -11.942 -7.425 15.218
Cl -8.695 -9.594 11.338
Cl -6.263 -8.077 12.720
Si -4.027 -1.053 16.014
Si -5.572 -3.646 12.776
Si -7.289 -0.125 13.689
F -2.865 -4.424 19.026
F -7.210 -2.719 21.536
F -5.046 -4.295 17.694
F -4.929 -2.783 22.865
O -7.296 -7.288 17.722
O -9.375 -5.830 15.804
O -7.076 -6.218 14.731
N -7.346 -3.302 18.674
N -9.743 -3.223 17.107
N -6.504 -8.835 16.244
C -3.289 0.376 14.981
C -6.047 0.768 12.598
C -6.123 -2.999 20.832
C -5.051 -3.835 18.964
C -4.959 -3.081 21.563
C -10.249 -8.397 13.276
C -2.756 -2.374 16.402
C -6.241 -3.303 19.445
C -10.381 -7.539 14.388
C -10.426 -2.657 15.971
C -7.912 -7.799 13.178
C -8.420 -2.403 19.052
C -9.282 -2.093 17.893
C -8.764 -0.728 12.779
C -4.529 -5.161 13.179
C -9.328 -6.774 14.846
C -7.284 -9.559 18.395
C -8.973 -8.512 12.648
C -3.813 -3.627 21.039
C -4.766 -0.529 17.682
C -7.776 0.787 15.206
C -7.022 -8.466 17.410
C -8.098 -6.954 14.216
C -4.633 -2.748 11.464
C -7.202 -4.202 11.936
C -10.639 -4.141 17.876
C -3.930 -3.953 19.738
H -3.620 -2.570 11.793
H -5.400 0.070 12.059
H -6.573 1.438 11.934
H -8.882 -2.736 19.960
H -4.723 -3.470 10.706
H -5.462 1.487 13.162
H -2.998 -3.800 21.729
H -3.977 -0.041 18.366
H -6.404 -8.079 15.577
H -6.911 1.283 15.637
H -10.131 -1.388 18.218
H -8.056 -4.064 12.557
H -3.007 -3.161 17.174
H -6.400 -10.239 18.643
H -8.495 -1.350 11.924
H -8.645 1.404 14.943
H -1.820 -1.908 16.802
H -8.078 -1.391 19.373
H -5.180 -1.342 18.170
H -5.137 -1.811 11.078
H -8.161 0.041 15.823
H -9.440 -1.233 13.440
H -7.570 -9.186 19.320
H -11.280 -2.026 16.287
H -8.746 -1.389 17.241
H -2.308 -2.880 15.555
H -7.429 -3.572 11.053
H -3.510 -4.829 13.430
H -8.098 -10.177 17.880
H -4.409 -5.744 12.249
H -10.712 -3.429 15.325
H -7.098 -5.268 11.705
H -6.181 -9.782 16.010
H -10.178 -4.442 18.806
H -4.850 -5.768 14.005
H -2.317 -0.101 14.752
H -11.009 -5.030 17.284
H -5.544 0.258 17.479
H -3.905 0.779 14.209
H -11.572 -3.491 18.036
H -9.383 0.137 12.382
H -3.053 1.256 15.656
H -9.851 -1.907 15.494
*
```

Entry 3:
C4H9NO2 | ωB97M-V/def2-TZVPD

Results
SMILES string = C[C@@H](O)C/N=C/O
LUMO level = 0.99 eV
maximum force = 1.92 eV Å⁻¹
E_HOMO = -0.360 Ha
frontier orbital gap = 0.3965 hartree

Geometry as ORCA input:
```
! RIJCOSX wB97M-V def2-TZVPD def2/J DEFGRID3
* xyz 0 1
O -0.948 -1.066 -0.836
O -0.898 -0.247 3.321
N -0.063 0.361 1.455
C 0.648 0.409 0.226
C -0.119 -0.590 2.294
C -0.309 0.193 -0.949
C 0.452 0.207 -2.260
H 1.207 -0.587 -2.260
H 0.958 1.168 -2.404
H -1.504 -1.032 -0.045
H 0.353 -1.579 2.299
H -1.065 0.996 -0.945
H 1.095 1.409 0.154
H 1.448 -0.337 0.190
H -1.030 0.653 2.859
H -0.226 0.039 -3.099
*
```

Quick rundown of calculated total energy, same order as above: -87059.751 -143372.810 -9878.147 eV
Quick rundown of relative energy (zero: lowest compared OMol25 entry of this formula, charge and spin), same order as above: 507.0 17.3 184.6 kJ/mol